1.
Below is a 13-piece molecular cluster, C47H102N5O24 overall at a distorted geometry, with properties calculated with ωB97M-V/def2-TZVPD.

Atoms and positions in Å:
C  -15.579  1.352  20.088
C  -15.122  -0.013  19.842
N  -14.894  -0.749  21.123
C  -15.907  -1.368  21.830
C  -15.341  -1.870  22.987
N  -13.986  -1.569  22.947
C  -13.744  -0.791  21.792
C  -12.971  -1.901  23.989
H  -15.454  1.927  19.171
H  -15.032  1.897  20.857
H  -16.598  1.331  20.474
H  -14.201  0.155  19.284
H  -15.792  -0.490  19.126
H  -16.887  -1.446  21.382
H  -15.797  -2.383  23.821
H  -12.829  -0.336  21.441
H  -12.868  -2.984  23.921
H  -13.219  -1.468  24.958
H  -11.980  -1.527  23.728
C  -11.840  5.663  21.497
C  -11.136  6.518  20.711
C  -9.781  6.232  20.123
O  -9.234  6.951  19.186
C  -9.110  5.094  20.469
C  -9.699  4.079  21.335
C  -11.160  4.464  21.972
O  -11.727  3.668  22.721
O  -9.132  3.013  21.496
O  -11.812  7.612  20.434
H  -12.844  5.884  21.828
H  -8.114  4.937  20.083
C  -10.099  2.066  15.797
C  -11.645  2.201  15.730
O  -12.138  1.401  14.685
C  -13.447  1.423  14.456
O  -14.282  2.195  14.964
O  -13.698  0.543  13.561
C  -14.996  0.290  13.011
H  -9.597  2.204  14.839
H  -9.813  1.021  15.914
H  -9.549  2.660  16.527
H  -11.985  3.211  15.503
H  -12.075  2.008  16.713
H  -14.854  -0.526  12.302
H  -15.443  1.068  12.392
H  -15.744  0.009  13.752
C  -4.006  6.566  16.641
C  -4.022  7.780  17.496
O  -2.723  8.338  17.634
C  -2.243  9.227  16.791
O  -2.831  9.665  15.803
O  -1.070  9.732  17.288
C  -0.239  10.533  16.527
H  -4.936  6.002  16.711
H  -3.260  5.858  17.003
H  -3.855  6.795  15.587
H  -4.407  7.362  18.426
H  -4.746  8.471  17.063
H  0.190  10.059  15.644
H  0.565  10.706  17.242
H  -0.670  11.502  16.275
C  -18.275  7.675  21.010
C  -19.147  8.691  20.184
O  -20.525  8.333  20.153
C  -21.351  8.972  19.298
O  -21.022  9.901  18.506
O  -22.657  8.444  19.319
C  -22.972  7.279  20.119
H  -18.267  6.695  20.533
H  -18.657  7.624  22.029
H  -17.263  8.076  20.948
H  -18.802  8.718  19.150
H  -19.080  9.716  20.549
H  -22.663  7.582  21.120
H  -22.573  6.335  19.749
H  -24.054  7.381  20.202
C  -7.586  15.968  21.025
O  -8.267  15.000  20.220
C  -7.623  13.765  20.262
C  -8.338  12.797  19.379
N  -8.286  13.168  17.940
C  -7.024  13.125  17.228
C  -7.171  13.719  15.803
O  -7.438  15.107  15.929
C  -7.177  15.866  14.785
H  -6.503  16.067  20.942
H  -7.831  15.836  22.079
H  -8.078  16.916  20.805
H  -7.480  13.358  21.262
H  -6.593  13.845  19.915
H  -9.392  12.647  19.612
H  -7.902  11.814  19.555
H  -8.529  14.148  17.936
H  -6.581  12.130  17.186
H  -6.293  13.754  17.736
H  -8.029  13.273  15.301
H  -6.304  13.611  15.152
H  -7.269  16.930  15.006
H  -7.896  15.711  13.980
H  -6.171  15.761  14.379
C  -5.096  5.515  25.817
O  -6.045  6.597  26.007
C  -6.457  7.154  24.757
C  -7.458  8.331  24.835
N  -6.962  9.571  25.413
C  -8.049  10.544  25.714
C  -8.898  10.150  26.890
O  -8.364  10.669  28.146
C  -9.305  10.708  29.155
H  -5.615  4.724  25.276
H  -4.856  5.152  26.817
H  -4.214  5.780  25.235
H  -7.020  6.437  24.160
H  -5.546  7.419  24.221
H  -8.298  7.908  25.385
H  -7.817  8.507  23.821
H  -6.556  9.406  26.324
H  -8.648  10.773  24.833
H  -7.589  11.483  26.022
H  -8.988  9.064  26.889
H  -9.908  10.465  26.627
H  -10.242  11.172  28.850
H  -8.982  11.317  29.999
H  -9.305  9.720  29.616
C  -7.005  8.494  12.636
O  -8.383  8.472  12.628
C  -8.892  8.190  13.968
C  -10.328  7.588  13.827
N  -11.383  8.562  13.596
C  -12.631  7.968  13.175
C  -13.323  7.070  14.200
O  -13.629  7.662  15.461
C  -13.989  6.772  16.503
H  -6.673  9.279  13.316
H  -6.653  8.750  11.636
H  -6.701  7.479  12.894
H  -8.905  9.082  14.594
H  -8.386  7.354  14.451
H  -10.589  6.983  14.696
H  -10.328  6.908  12.975
H  -11.066  9.288  12.970
H  -12.380  7.390  12.286
H  -13.238  8.813  12.852
H  -12.722  6.172  14.347
H  -14.254  6.713  13.761
H  -14.842  6.167  16.198
H  -14.131  7.382  17.395
H  -13.265  5.972  16.656
C  -13.686  8.992  24.760
O  -12.590  9.493  24.036
H  -13.804  9.449  25.743
H  -14.535  9.148  24.094
H  -13.438  7.948  24.952
H  -12.567  9.150  23.140
C  -8.506  1.825  25.724
O  -9.900  1.398  25.836
H  -8.387  2.853  25.383
H  -8.002  1.716  26.685
H  -7.962  1.244  24.979
H  -10.470  1.780  25.165
C  -7.573  -2.039  21.061
O  -8.800  -1.374  21.340
H  -7.163  -1.490  20.214
H  -6.966  -1.955  21.963
H  -7.703  -3.097  20.832
H  -8.703  -0.426  21.460
C  -4.557  2.049  19.808
O  -4.923  1.990  21.201
H  -5.157  1.351  19.223
H  -4.761  3.025  19.368
H  -3.499  1.826  19.672
H  -5.862  2.157  21.309
C  -16.184  4.243  24.866
O  -15.530  3.029  24.484
H  -15.716  4.671  25.753
H  -16.279  4.984  24.072
H  -17.210  3.930  25.057
H  -14.592  3.179  24.345

Total charge: -1
E_tot: -106971.00801 eV
LUMO level: 0.7 eV
Orbital gap: 3.32 eV

Here are the Löwdin charges for atoms 1 to 6, given in e:
1 C -0.0821
2 C -0.1826
3 N -0.0467
4 C -0.0024
5 C -0.0056
6 N -0.0707



2.
Below is a 6-piece molecular cluster, C47H105N7O overall at a distorted geometry, with properties calculated with ωB97M-V/def2-TZVPD.

Atoms and positions in Å:
C  -2.566  4.883  -3.072
C  -1.694  3.956  -2.205
N  -0.601  3.435  -2.952
C  -0.608  2.691  -4.152
C  0.660  2.239  -4.404
N  1.529  3.030  -3.634
C  0.729  3.748  -2.691
C  2.940  2.998  -3.730
H  -2.102  5.869  -3.040
H  -3.567  5.052  -2.676
H  -2.531  4.589  -4.121
H  -2.305  3.163  -1.774
H  -1.333  4.465  -1.311
H  -1.549  2.509  -4.651
H  0.987  1.478  -5.096
H  1.154  4.294  -1.861
H  3.310  2.159  -3.140
H  3.378  3.852  -3.215
H  3.299  2.970  -4.759
C  -5.310  14.194  0.243
C  -6.145  13.046  -0.063
C  -5.999  11.870  0.889
C  -6.408  12.219  2.394
N  -6.599  10.928  3.291
C  -7.838  10.128  2.861
C  -8.101  9.062  3.924
C  -7.761  9.840  5.181
C  -7.062  11.197  4.702
C  -5.298  10.144  3.283
H  -4.895  14.341  1.240
H  -5.926  15.088  0.139
H  -4.420  14.086  -0.376
H  -5.995  12.764  -1.105
H  -7.196  13.332  -0.094
H  -4.943  11.620  0.993
H  -6.543  10.996  0.531
H  -7.333  12.791  2.465
H  -5.588  12.767  2.857
H  -7.558  9.585  1.958
H  -8.742  10.699  2.648
H  -7.421  8.226  3.759
H  -9.053  8.547  4.055
H  -7.003  9.297  5.746
H  -8.598  10.026  5.854
H  -6.278  11.518  5.387
H  -7.746  12.044  4.650
H  -4.499  10.885  3.243
H  -5.345  9.509  2.398
H  -5.153  9.698  4.268
C  -5.025  -4.072  -1.876
C  -6.344  -4.386  -2.488
C  -7.406  -4.876  -1.430
C  -6.985  -6.090  -0.600
N  -8.061  -6.733  0.273
C  -8.893  -5.857  1.197
C  -7.984  -5.529  2.429
C  -7.159  -6.782  2.661
C  -7.379  -7.692  1.377
C  -9.000  -7.666  -0.579
H  -5.149  -3.098  -1.404
H  -4.270  -3.865  -2.635
H  -4.535  -4.752  -1.179
H  -6.223  -5.171  -3.235
H  -6.714  -3.524  -3.043
H  -8.279  -5.165  -2.016
H  -7.734  -4.088  -0.751
H  -6.165  -5.810  0.060
H  -6.643  -6.843  -1.311
H  -9.842  -6.255  1.557
H  -9.232  -4.963  0.672
H  -8.634  -5.415  3.297
H  -7.356  -4.661  2.228
H  -7.399  -7.386  3.536
H  -6.093  -6.558  2.633
H  -7.948  -8.601  1.573
H  -6.429  -8.152  1.105
H  -8.505  -8.540  -1.002
H  -9.393  -7.117  -1.435
H  -9.785  -8.009  0.094
C  0.613  3.329  4.756
C  -0.511  2.587  5.481
C  -0.758  1.119  5.017
C  0.582  0.230  5.016
N  0.507  -1.167  4.304
C  -0.470  -2.140  5.062
C  0.282  -2.956  6.080
C  1.772  -2.623  5.748
C  1.830  -1.881  4.460
C  0.105  -0.870  2.842
H  0.363  3.205  3.702
H  1.654  3.111  4.996
H  0.386  4.386  4.897
H  -1.355  3.268  5.374
H  -0.259  2.606  6.541
H  -1.304  1.053  4.076
H  -1.405  0.700  5.788
H  0.874  0.025  6.046
H  1.381  0.723  4.462
H  -1.163  -2.699  4.433
H  -1.102  -1.490  5.667
H  -0.025  -3.986  5.900
H  0.109  -2.630  7.106
H  2.289  -3.582  5.759
H  2.217  -2.054  6.565
H  1.892  -2.570  3.618
H  2.714  -1.246  4.414
H  0.606  0.037  2.503
H  -0.969  -0.687  2.804
H  0.281  -1.787  2.281
C  11.717  0.718  -5.050
C  10.577  0.651  -3.966
C  11.022  0.354  -2.500
C  11.349  -1.154  -2.432
N  11.323  -1.854  -1.019
C  12.042  -3.237  -1.038
C  10.990  -4.067  -1.740
C  9.671  -3.687  -1.185
C  9.843  -2.222  -0.718
C  11.892  -0.918  0.079
H  12.536  1.301  -4.629
H  11.399  1.270  -5.934
H  12.034  -0.240  -5.462
H  9.731  0.029  -4.257
H  10.175  1.664  -3.996
H  10.176  0.502  -1.828
H  11.826  1.035  -2.222
H  12.362  -1.347  -2.786
H  10.843  -1.796  -3.153
H  12.225  -3.585  -0.022
H  12.988  -3.061  -1.552
H  11.167  -5.103  -1.452
H  11.069  -3.903  -2.815
H  9.454  -4.327  -0.330
H  8.892  -3.781  -1.942
H  9.649  -2.174  0.353
H  9.134  -1.455  -1.030
H  11.747  0.150  -0.082
H  12.979  -0.884  0.000
H  11.641  -1.185  1.106
C  4.127  -10.611  -4.806
N  3.957  -9.069  -4.591
C  4.012  -8.857  -3.065
C  5.089  -8.354  -5.317
C  2.539  -8.563  -5.087
C  2.126  -7.067  -4.934
O  2.751  -6.136  -5.730
H  3.144  -11.060  -4.666
H  4.920  -10.950  -4.140
H  4.293  -10.677  -5.881
H  4.897  -9.244  -2.559
H  3.191  -9.439  -2.647
H  3.824  -7.797  -2.897
H  4.840  -8.392  -6.378
H  6.082  -8.710  -5.044
H  5.084  -7.338  -4.923
H  1.930  -9.059  -4.332
H  2.339  -9.084  -6.023
H  2.179  -6.722  -3.901
H  1.110  -6.953  -5.313
H  2.161  -5.793  -6.406

Total charge: +6
E_tot: -62861.40366 eV
LUMO level: -9.7 eV
Orbital gap: 8.87 eV

Here are the Löwdin charges for atoms 1 to 6, given in e:
1 C -0.0383
2 C -0.1942
3 N -0.0601
4 C 0.0150
5 C 0.0158
6 N -0.0987